[1]
This record from OMol25 describes a 14-piece molecular cluster, C42H84O42 overall at a distorted geometry. The level of theory is ωB97M-V/def2-TZVPD.

Values from the calculation:
2S+1 = 1
HOMO = -0.38711 Eh
LUMO level = 0.49 eV
E = -4810.81670 Ha
energy above the lowest of the compared OMol25 structures with the same formula, charge and spin = 290.05 kJ/mol
net charge = 0
orbital gap = 0.405 hartree

```
168
Properties=species:S:1:pos:R:3:forces:R:3
C 5.1602 -3.9277 -3.7764 -0.3 -0.1 -0.8
O 4.0091 -4.1937 -2.9815 -0.1 0.2 0.9
C 3.8067 -3.4159 -1.9032 -0.5 -0.4 -0.5
O 4.5034 -2.5286 -1.5239 0.6 0.5 0.2
O 2.6502 -3.8012 -1.3493 0.5 -0.5 0.3
C 2.2933 -3.1845 -0.1222 -1.7 0.1 1.0
H 6.1180 -3.8636 -3.2637 -0.3 -0.2 0.4
H 5.0220 -3.0108 -4.3519 0.0 0.0 0.1
H 5.1277 -4.7758 -4.4574 0.4 0.1 -0.1
H 3.0136 -3.0285 0.6788 0.9 0.4 -0.9
H 1.5888 -3.8301 0.4121 -0.1 -0.5 -0.6
H 1.6829 -2.3073 -0.3319 0.5 0.4 0.1
C -2.8337 2.5054 3.2434 0.0 0.6 1.0
O -2.5720 1.2078 3.7702 1.0 0.2 -0.4
C -3.5747 0.4938 4.2424 0.1 0.0 -0.3
O -4.7244 0.8269 4.2613 -0.4 -0.4 0.4
O -3.0144 -0.6536 4.6431 0.3 -0.5 -0.2
C -3.8109 -1.6362 5.2964 -0.3 1.0 1.3
H -1.9509 3.1104 3.4498 0.3 -0.3 -0.4
H -3.6004 2.9724 3.8623 -0.4 -0.1 -0.5
H -3.0483 2.4804 2.1799 -0.2 -0.1 0.0
H -3.1737 -2.4664 5.5808 0.0 -0.2 -0.7
H -4.7061 -1.8709 4.7266 0.1 -0.3 0.0
H -4.1098 -1.2032 6.2569 -0.4 0.0 -0.1
C -3.9468 -6.8017 2.2791 -1.0 -0.5 -0.3
O -3.4212 -5.9544 3.2883 0.5 -0.9 -0.1
C -3.1010 -4.7135 3.0400 0.6 1.5 0.0
O -2.3337 -4.0991 3.7401 -0.1 0.0 0.1
O -3.7062 -4.1619 1.9793 -0.8 -1.3 -0.3
C -3.6401 -2.7563 1.8547 1.5 0.6 0.0
H -3.5544 -6.6704 1.2708 0.0 0.7 0.1
H -5.0296 -6.6755 2.3070 0.0 -0.1 -0.4
H -3.7160 -7.8402 2.5073 0.1 0.2 0.6
H -3.9377 -2.2844 2.7864 -0.4 0.1 -0.3
H -4.1762 -2.4467 0.9645 -0.5 -0.2 0.2
H -2.5977 -2.4639 1.6788 -0.1 0.0 0.1
C -3.6066 0.1189 -0.7066 -1.4 -0.7 -2.1
O -4.7273 0.1808 0.1690 0.3 0.6 1.2
C -5.8504 -0.4413 -0.1898 0.9 0.3 0.1
O -6.0376 -0.9714 -1.2450 -0.4 -0.4 -0.7
O -6.6715 -0.3897 0.8430 0.0 0.2 0.3
C -8.0264 -0.7659 0.6800 -0.6 -0.5 0.6
H -4.0018 0.2618 -1.7180 0.2 0.0 0.0
H -3.2572 -0.9125 -0.7357 0.7 0.2 0.3
H -2.8896 0.9242 -0.5990 0.0 -0.2 1.0
H -8.6316 0.0574 0.3042 0.1 0.0 -0.1
H -8.3439 -1.0091 1.6935 -0.2 0.2 0.0
H -8.1956 -1.6679 0.0921 0.4 0.2 -0.3
C -0.2883 -1.0394 2.2811 0.2 0.9 0.7
O -0.1344 -0.7440 0.8949 0.0 -0.5 -0.3
C -0.2368 0.5198 0.4810 0.0 0.0 0.5
O -0.6026 1.4652 1.1257 -0.1 0.1 0.1
O 0.1545 0.5432 -0.7805 0.1 -0.6 -1.3
C -0.0503 1.7632 -1.5034 0.4 0.8 1.2
H -0.1856 -2.1108 2.4233 0.0 0.0 -0.3
H -1.2293 -0.6826 2.7012 -0.1 -0.1 -0.3
H 0.4911 -0.5161 2.8416 0.1 -0.1 0.0
H 0.6396 2.4867 -1.0626 -0.3 0.3 -0.1
H -1.0709 2.1025 -1.3475 0.1 0.0 -0.3
H 0.2254 1.6872 -2.5504 -0.3 -0.7 0.0
C 3.4309 0.9517 -0.1998 -1.3 -0.3 0.7
O 3.4218 -0.2072 0.6537 -0.2 -0.7 -0.4
C 3.2408 -0.0884 1.9512 1.7 1.6 0.3
O 3.0442 0.9542 2.5409 -0.6 -0.2 -0.1
O 3.5625 -1.2327 2.5277 -0.5 -0.6 -0.1
C 3.8430 -1.2547 3.9302 0.9 0.0 -0.1
H 4.1875 1.6569 0.1243 0.4 -0.2 -0.4
H 2.4617 1.4467 -0.1175 0.0 0.2 0.1
H 3.4869 0.5203 -1.1919 0.7 0.3 -0.1
H 3.9669 -2.3150 4.1148 -0.4 0.1 0.5
H 3.1266 -0.7343 4.5587 -0.4 -0.3 -0.2
H 4.8162 -0.7939 4.1240 0.0 0.2 -0.3
C -1.4221 4.7641 0.2376 0.9 -0.7 0.1
O -2.6936 4.2959 -0.2049 -0.6 -0.1 0.3
C -2.8631 3.9403 -1.4654 1.4 0.4 0.3
O -2.0453 4.1778 -2.3290 -0.7 -0.2 -0.4
O -3.9854 3.2463 -1.5538 -1.4 0.1 0.1
C -4.6317 3.2191 -2.8287 1.2 0.6 -1.6
H -1.4161 4.5556 1.2995 0.0 0.5 0.1
H -1.1855 5.7951 -0.0129 -0.6 0.2 0.1
H -0.5925 4.1780 -0.1626 -0.4 -0.2 -0.1
H -4.1266 2.4770 -3.4462 -0.2 -0.1 0.0
H -4.4794 4.1823 -3.3220 0.2 0.0 0.0
H -5.7081 3.0803 -2.8848 0.0 -0.4 1.2
C -4.4342 -2.2497 -4.4264 -1.4 0.9 0.1
O -3.0783 -2.6231 -4.4368 -0.1 -1.5 -0.5
C -2.2212 -1.9152 -3.7381 -0.2 1.5 0.3
O -2.4178 -0.7826 -3.3538 0.2 -0.2 0.2
O -1.1160 -2.6029 -3.5626 0.2 -1.0 -0.1
C -0.1491 -2.0646 -2.6835 0.3 1.3 0.6
H -4.9860 -2.5868 -3.5459 0.5 0.0 0.3
H -4.9925 -2.6786 -5.2568 0.7 -0.2 -0.3
H -4.5445 -1.1668 -4.4847 0.1 0.0 0.0
H 0.6636 -2.7715 -2.5545 -0.2 -0.2 -0.2
H -0.5692 -1.7780 -1.7166 -0.2 -0.5 0.0
H 0.2347 -1.1039 -3.0370 0.1 -0.2 -0.4
C -1.7516 -10.3063 1.8174 -0.8 -0.7 -1.2
O -1.4147 -9.0178 2.2789 0.5 0.3 1.7
C -0.9742 -8.0864 1.4436 -0.9 0.3 -1.2
O -0.8506 -8.2224 0.2599 0.4 -0.4 -0.6
O -0.8637 -6.9121 2.0596 0.3 -0.5 1.6
C -0.4879 -5.7941 1.3078 0.9 1.2 -1.3
H -2.0417 -10.9909 2.6120 0.4 0.6 0.6
H -0.9804 -10.8078 1.2355 0.2 0.4 0.0
H -2.6557 -10.2463 1.2059 0.2 0.1 -0.3
H -0.2407 -4.9215 1.9152 -0.9 -0.4 0.8
H -1.2535 -5.5337 0.5758 0.0 0.0 0.0
H 0.4671 -5.8560 0.7747 -0.2 -1.0 -0.2
C 2.2388 3.6663 -10.3988 0.6 -0.1 -0.6
O 2.1011 3.9170 -9.0099 0.4 0.9 0.2
C 1.4094 3.0646 -8.2895 -1.2 -1.2 -0.2
O 0.8591 2.0649 -8.6893 0.3 0.2 -0.2
O 1.3571 3.4881 -7.0362 0.5 0.8 1.3
C 0.4365 2.8228 -6.1714 -0.8 -0.7 -0.1
H 3.3053 3.5814 -10.6191 0.0 -0.4 0.2
H 1.9424 4.5367 -10.9847 -0.5 0.0 0.3
H 1.6903 2.7699 -10.6736 0.0 0.1 -0.1
H 0.3339 1.7949 -6.5082 -0.4 0.1 -0.1
H -0.5075 3.3654 -6.1423 -0.2 -0.1 -0.6
H 0.6781 2.7532 -5.1152 1.1 0.5 -0.2
C 5.7720 5.6258 -3.2321 -0.6 -0.1 0.7
O 5.8607 4.3486 -2.5667 0.7 0.3 -0.4
C 4.9451 3.4242 -2.7671 0.0 -1.2 1.1
O 5.1309 2.2771 -2.4429 0.0 0.1 -0.3
O 3.7846 3.8798 -3.2233 -0.4 1.4 -0.5
C 2.7761 2.9428 -3.5028 0.2 -2.2 0.5
H 6.7565 6.0823 -3.2132 0.1 -0.3 -0.1
H 5.1155 6.2367 -2.6111 -0.2 0.2 -0.4
H 5.3938 5.4661 -4.2382 0.0 0.3 0.0
H 2.6257 2.2386 -2.6772 0.1 0.4 0.4
H 3.0986 2.2391 -4.2749 -0.1 0.5 -0.5
H 1.8142 3.3911 -3.7040 0.4 0.6 -0.2
C 1.3229 8.2373 2.5983 -0.9 0.2 -1.2
O 1.8927 7.1362 3.2654 0.6 0.4 1.2
C 1.4454 5.9233 2.9832 -0.4 -0.4 -0.8
O 0.5795 5.6581 2.1845 -0.1 0.2 0.0
O 2.1247 5.0438 3.6880 1.0 0.1 0.2
C 1.8597 3.6570 3.5128 -1.7 -0.8 -0.8
H 0.2303 8.2133 2.5837 0.0 -0.5 -0.1
H 1.6939 8.2122 1.5717 -0.2 0.3 0.0
H 1.5435 9.1982 3.0568 0.7 -0.4 0.4
H 2.7234 3.0427 3.7328 0.0 0.3 0.7
H 1.5551 3.3322 2.5122 0.4 0.8 -0.3
H 0.9350 3.4430 4.0550 0.5 -0.4 0.7
C 0.2986 -2.7597 5.2562 -1.6 -0.1 0.3
O 1.6362 -3.1259 4.9624 0.0 0.4 0.3
C 2.0621 -4.2799 5.4848 -0.3 -0.1 -0.1
O 1.4523 -5.0114 6.2128 0.0 0.0 0.1
O 3.2799 -4.4833 4.9958 0.4 0.6 0.0
C 4.0280 -5.6253 5.3862 -0.5 -0.8 -0.3
H 0.0603 -2.3856 6.2562 1.0 -0.2 0.3
H -0.3634 -3.6146 5.1256 0.0 0.0 -0.3
H -0.0269 -1.9339 4.6262 0.4 -0.3 -0.4
H 3.3739 -6.4898 5.5165 -0.1 0.1 -0.1
H 4.5770 -5.5107 6.3200 0.1 0.4 -0.1
H 4.6678 -5.7827 4.5204 0.3 -0.2 0.4
C 4.3079 4.4525 1.3104 0.8 0.4 1.2
O 3.0705 4.1823 0.6878 -0.7 -0.6 -0.1
C 2.7416 5.0106 -0.2949 1.0 1.2 -0.5
O 3.4074 5.9568 -0.6473 0.1 0.2 0.1
O 1.6128 4.6721 -0.8552 -1.4 -2.0 0.7
C 1.0672 5.4432 -1.9130 2.2 1.1 -0.6
H 5.1586 4.1896 0.6830 -0.1 0.2 -0.2
H 4.4038 3.8966 2.2446 -0.5 -0.6 -0.4
H 4.3504 5.4814 1.6732 0.1 0.2 -0.6
H 0.9579 6.4643 -1.5467 -0.8 -0.1 -0.1
H 0.2168 4.9643 -2.3835 -0.3 0.0 0.6
H 1.8854 5.5271 -2.6384 -0.3 0.1 -0.3
```
Positions in Å, forces in eV/Å.

Mulliken atomic charge list, values in e, 2 entries: number 1, C, carries -0.6876; number 2, O, carries -0.3548

***

[2]
This record from OMol25 describes a 4-piece molecular cluster, C4H14O3 overall at a distorted geometry. The level of theory is ωB97M-V/def2-TZVPD.

Values from the calculation:
SMILES = C=CCC.O.O.O
2S+1 = 1
HOMO = -0.35692 Eh
LUMO level = 0.43 eV
E = -386.47750 Ha
energy above the lowest of the compared OMol25 structures with the same formula, charge and spin = 129.37 kJ/mol
net charge = 0
orbital gap = 0.373 hartree

```
21
Properties=species:S:1:pos:R:3:forces:R:3
C -2.8976 -0.8441 -0.7756 0.1 0.3 0.4
C -2.0121 -1.9741 -0.2683 0.0 -0.9 -0.1
C -0.5477 -1.8395 -0.6139 -0.4 1.3 0.5
C -0.0136 -1.6587 -1.8124 0.2 -0.9 -0.2
H -2.8158 -0.6772 -1.8511 0.0 -0.1 0.1
H -3.9332 -0.9977 -0.4979 -0.3 -0.3 -0.2
H -2.6467 0.0743 -0.2467 0.3 0.2 -0.2
H -2.3702 -2.9522 -0.6198 0.0 0.2 -0.3
H -2.0964 -2.0813 0.8147 0.0 0.3 0.0
H 0.0782 -1.6218 0.2541 0.2 -0.5 -0.2
H 1.0687 -1.6240 -1.8810 -0.1 0.4 -0.2
H -0.5724 -1.7443 -2.7466 0.1 0.0 0.3
H 1.2445 2.6621 0.6359 0.0 -0.1 -0.1
H 1.5244 2.4601 -0.8675 -0.1 -0.1 0.1
O 1.5678 3.1056 -0.1537 0.1 0.1 0.0
H 1.5833 -0.8304 5.0632 -0.4 0.4 0.2
H 0.3533 0.1290 5.3431 0.4 0.0 0.1
O 0.6300 -0.7076 4.9623 -0.1 -0.4 -0.3
H 4.5763 4.1270 -1.7955 -0.1 -0.1 -0.2
H 3.4221 3.5013 -1.0396 -0.2 0.0 -0.1
O 3.8571 3.4936 -1.9038 0.2 0.2 0.3
```
Positions in Å, forces in eV/Å.

Mulliken atomic charge list, values in e, 2 entries: number 1, C, carries -1.0214; number 2, C, carries -0.4175

***

[3]
This record from OMol25 describes an isolated molecule of C3H2F2 at a distorted geometry. The level of theory is ωB97M-V/def2-TZVPD.

Values from the calculation:
SMILES = FC1(F)C=C1
2S+1 = 1
HOMO = -0.35901 Eh
LUMO level = 1.12 eV
E = -315.12535 Ha
energy above the lowest of the compared OMol25 structures with the same formula, charge and spin = 112.69 kJ/mol
net charge = 0
orbital gap = 0.400 hartree

```
7
Properties=species:S:1:pos:R:3:forces:R:3
C 0.2026 -0.0922 0.6584 4.1 1.0 -3.5
C 0.3363 0.0268 -0.6455 0.1 -0.4 -1.5
C 1.7070 0.0349 -0.0935 -4.5 0.3 2.5
F 2.4890 1.1330 0.0096 -0.3 -0.7 -0.2
F 2.4161 -1.0773 0.0616 1.0 -0.2 -0.6
H -0.3835 -0.2992 1.4803 -1.1 -0.2 1.5
H -0.1811 -0.0220 -1.6669 0.7 0.1 1.7
```
Positions in Å, forces in eV/Å.

Mulliken atomic charge list, values in e, 2 entries: number 1, C, carries -0.4841; number 2, C, carries -0.2611